[1]
Computed, not measured: a molecular structure, C5H11N2O at a distorted geometry, with ωB97M-V/def2-TZVPD.

The calculation puts the LUMO energy at 3.6 eV. The HOMO-LUMO gap is 5.9 eV. The calculation puts the electronic energy at -381.72644 a.u.

Geometry as ORCA input:
```
! RIJCOSX wB97M-V def2-TZVPD def2/J DEFGRID3
* xyz -1 1
C 1.26 -0.13 -1.72
O 1.75 -0.33 -2.95
C -0.06 0.69 -1.69
C -0.29 1.45 -0.37
C -0.14 0.58 0.87
N -0.50 -0.95 3.15
C -1.27 -1.06 2.12
N -1.16 -0.50 0.86
H 1.94 0.56 -1.14
H 1.16 -1.08 -1.11
H 0.21 1.46 -2.43
H -0.98 0.23 -2.06
H 0.46 2.23 -0.30
H -1.28 1.92 -0.35
H 0.88 0.19 0.80
H -0.20 1.10 1.83
H 0.44 -1.23 2.88
H -2.18 -1.67 2.15
H -0.55 -1.39 0.99
*
```

In elementary charge units, the natural (NBO) charges are: -0.0027, -0.9509, -0.4450, -0.4028, -0.2672, -0.8304, 0.2965, -0.5621, 0.0524, 0.0577, 0.2042, 0.1809, 0.1956, 0.1807, 0.2053, 0.1924, 0.3563, 0.1405, 0.3986

=====

[2]
Computed, not measured: 2 unconnected molecules or ions with the total composition C5H11N2O at a distorted geometry, with ωB97M-V/def2-TZVPD.

The calculation puts the LUMO energy (alpha / beta) at 0.8 / -0.5 eV. As for the expectation value of S²: 0.76. The HOMO-LUMO gap (alpha / beta) is 9.8 / 9.0 eV. The calculation puts the electronic energy at -381.74238 a.u.

Geometry as ORCA input:
```
! RIJCOSX wB97M-V def2-TZVPD def2/J DEFGRID3
* xyz 0 2
O 3.23 1.76 -0.83
C 2.77 0.82 -1.41
C 1.68 -0.04 -0.85
C 1.11 0.50 0.45
C 0.12 -0.42 1.11
C -0.42 -1.46 0.53
N -3.51 0.07 -0.89
N -0.35 0.07 2.41
H 3.16 0.57 -2.41
H 2.09 -1.05 -0.70
H 0.86 -0.18 -1.56
H 0.72 1.50 0.33
H 1.89 0.63 1.19
H -1.11 -2.24 0.83
H -4.34 -0.47 -1.04
H -3.32 0.65 -1.70
H -2.70 -0.47 -0.63
H -0.62 -0.76 2.95
H -1.25 0.50 2.23
*
```

In elementary charge units, the natural (NBO) charges are: -0.5205, 0.4447, -0.5181, -0.4436, 0.0532, -0.1635, -1.0933, -0.8127, 0.1101, 0.2387, 0.2329, 0.2318, 0.2370, 0.1772, 0.3625, 0.3616, 0.3695, 0.3619, 0.3707

=====

[3]
Computed, not measured: 2 unconnected molecules or ions with the total composition C5H11N2O at a distorted geometry, with ωB97M-V/def2-TZVPD.

The calculation puts the LUMO energy at -3.0 eV. The HOMO-LUMO gap is 10.9 eV. The calculation puts the electronic energy at -381.65057 a.u.

Geometry as ORCA input:
```
! RIJCOSX wB97M-V def2-TZVPD def2/J DEFGRID3
* xyz 1 1
C -2.92 -0.64 -0.22
C -1.67 -1.14 -1.02
C -0.45 -0.34 -0.74
C 0.26 -0.41 0.41
N 1.45 0.23 0.21
C 1.47 0.78 -1.02
N 0.30 0.45 -1.59
H -2.63 -0.49 0.83
H -3.23 0.36 -0.54
H -3.71 -1.35 -0.33
H -1.96 -1.02 -2.07
H -1.49 -2.20 -0.88
H 0.07 -1.09 1.23
H 2.19 0.49 0.85
H 2.19 1.48 -1.41
H -0.01 0.68 -2.52
H 3.02 1.67 3.61
H 4.04 1.29 2.45
O 3.11 1.26 2.73
*
```

In elementary charge units, the natural (NBO) charges are: -0.5851, -0.4510, 0.1617, -0.0536, -0.4455, 0.2361, -0.4548, 0.2089, 0.2182, 0.2343, 0.2299, 0.2492, 0.2580, 0.4764, 0.2561, 0.4535, 0.5050, 0.4885, -0.9857